Formula: C14H32AlN5O4PS4
Source: OMol25
Level of theory: ωB97M-V with the def2-TZVPD basis set

The calculation puts the HOMO energy at -10.3708 eV. The total charge is +1. The calculation puts the LUMO energy at -2.70 eV. The gap between HOMO and LUMO is 7.67 eV.

CARTESIAN COORDINATES (ANGSTROEM)
Al: 1.230 0.219 -0.090
C: 0.806 2.761 1.661
C: 0.141 1.548 2.298
N: 0.997 0.368 2.047
C: 2.190 0.339 2.930
C: 3.471 -0.136 2.247
S: 3.694 0.466 0.555
C: 3.743 2.278 0.760
C: 2.614 2.942 -0.024
N: 1.294 2.367 0.326
H: 1.657 3.086 2.257
H: 0.108 3.596 1.621
H: -0.804 1.372 1.796
H: -0.056 1.707 3.359
H: 0.449 -0.473 2.206
H: 2.000 -0.301 3.793
H: 2.353 1.344 3.315
H: 3.485 -1.220 2.132
H: 4.335 0.148 2.844
H: 4.697 2.621 0.364
H: 3.723 2.502 1.827
H: 2.767 2.756 -1.084
H: 2.630 4.020 0.148
H: 0.645 2.665 -0.399
O: 1.681 0.791 -1.705
S: 1.623 -0.303 -2.861
O: 1.703 0.378 -4.114
O: 0.340 -0.972 -2.594
S: 3.123 -1.544 -2.552
C: -4.111 1.334 -0.844
N: -3.270 1.146 -2.023
C: -3.602 -0.133 -2.655
N: -3.521 -1.264 -1.726
C: -4.365 -1.005 -0.564
N: -4.006 0.235 0.118
C: -2.677 0.166 0.716
P: -1.297 -0.117 -0.550
C: -1.856 1.240 -1.701
C: -2.159 -1.585 -1.356
H: -5.149 1.393 -1.173
H: -3.846 2.272 -0.354
H: -2.918 -0.306 -3.486
H: -4.622 -0.071 -3.032
H: -4.288 -1.842 0.133
H: -5.400 -0.921 -0.898
H: -2.664 -0.649 1.447
H: -2.523 1.099 1.262
H: -1.252 1.201 -2.608
H: -1.680 2.200 -1.205
H: -2.172 -2.407 -0.638
H: -1.591 -1.876 -2.233
C: 1.445 -3.812 1.326
S: 2.063 -2.908 -0.116
C: 0.993 -3.683 -1.313
O: 1.399 -1.546 0.208
H: 0.374 -3.655 1.443
H: 1.984 -3.446 2.199
H: 1.667 -4.871 1.187
H: -0.032 -3.679 -0.945
H: 1.361 -4.704 -1.438
H: 1.077 -3.128 -2.245

Formula: C28H34AsN2O3PPdS
Source: OMol25
Level of theory: ωB97M-V with the def2-TZVPD basis set

The energy relative to the best compared isomer or geometry (same formula, charge and spin) comes out at 1.199 eV. The calculation puts the HOMO energy (spin up / spin down) at -13.8858 / -14.9333 eV. The total charge is +2. Its expectation value of S² is 6.03. The calculation puts the LUMO energy (spin up / spin down) at -5.15 / -8.72 eV. The gap between HOMO and LUMO (spin up / spin down) is 8.74 / 6.21 eV. As for the multiplicity: 5.

CARTESIAN COORDINATES (ANGSTROEM)
Pd: 0.241 -0.692 -0.372
N: -0.518 1.999 0.609
C: -1.349 1.811 1.770
C: -1.450 2.768 2.769
C: -2.281 2.552 3.860
C: -3.031 1.388 3.958
C: -2.938 0.426 2.970
C: -2.091 0.630 1.878
P: -1.922 -0.639 0.627
C: -2.496 -2.211 1.245
C: -1.665 -2.931 2.107
C: -2.101 -4.131 2.638
C: -3.363 -4.614 2.310
C: -4.190 -3.901 1.452
C: -3.761 -2.700 0.912
C: -2.744 -0.206 -0.906
C: -3.196 1.096 -1.139
C: -3.714 1.432 -2.379
C: -3.781 0.478 -3.390
C: -3.340 -0.819 -3.160
C: -2.818 -1.164 -1.925
H: -1.025 2.536 -0.092
H: 0.299 2.551 0.854
H: -0.885 3.689 2.691
H: -2.350 3.305 4.634
H: -3.683 1.230 4.806
H: -3.507 -0.492 3.050
H: -0.685 -2.546 2.368
H: -1.463 -4.693 3.306
H: -3.704 -5.552 2.728
H: -5.171 -4.281 1.205
H: -4.408 -2.143 0.246
H: -3.187 1.828 -0.339
H: -4.090 2.431 -2.553
H: -4.194 0.743 -4.354
H: -3.415 -1.564 -3.940
H: -2.486 -2.180 -1.740
C: 1.800 -0.323 2.903
As: 2.310 -0.523 1.039
C: 3.673 0.826 0.766
C: 3.288 -2.195 0.975
H: 2.697 -0.210 3.513
H: 1.255 -1.206 3.233
H: 1.165 0.553 3.028
H: 4.469 0.656 1.491
H: 3.263 1.824 0.909
H: 4.077 0.741 -0.240
H: 4.065 -2.181 1.739
H: 3.750 -2.311 -0.004
H: 2.615 -3.030 1.158
C: 0.716 -2.498 -1.618
H: 0.575 -3.278 -0.871
H: 1.744 -2.393 -1.949
H: -0.009 -2.540 -2.426
N: 0.485 0.633 -2.273
C: 1.757 1.249 -2.411
C: 1.954 2.546 -1.931
C: 3.211 3.112 -1.993
C: 4.270 2.369 -2.514
C: 4.060 1.104 -3.063
C: 2.804 0.538 -3.001
S: 5.909 2.984 -2.355
O: 6.823 1.901 -2.493
O: 5.960 3.854 -1.227
O: 5.675 3.750 -3.686
H: 0.327 -0.054 -3.007
H: -0.270 1.313 -2.314
H: 1.120 3.112 -1.535
H: 3.400 4.111 -1.623
H: 4.897 0.576 -3.503
H: 2.628 -0.445 -3.419

Formula: C4H13N2O2
Source: OMol25
Level of theory: ωB97M-V with the def2-TZVPD basis set

The energy relative to the best compared isomer or geometry (same formula, charge and spin) comes out at 1.123 eV. The calculation puts the HOMO energy at -13.6518 eV. The total charge is +1. The calculation puts the LUMO energy at -2.88 eV. The gap between HOMO and LUMO is 10.78 eV.

CARTESIAN COORDINATES (ANGSTROEM)
C: 1.653 0.608 0.021
C: 0.931 0.347 1.311
C: -0.429 1.072 1.415
C: -1.430 0.003 0.841
N: -2.114 -0.770 1.700
O: -1.592 -0.007 -0.375
N: 1.183 -0.294 -1.080
H: 2.754 0.690 -0.021
H: 1.326 1.590 -0.324
H: 1.506 0.767 2.148
H: 0.859 -0.705 1.580
H: -0.515 1.971 0.823
H: -0.754 1.182 2.438
H: -2.934 -1.245 1.358
H: -1.845 -0.912 2.659
H: 1.512 -1.257 -0.961
H: 0.179 -0.560 -0.930
H: 1.271 0.018 -2.044
H: 0.015 -0.821 -4.146
H: -1.260 -0.729 -3.173
O: -0.316 -0.949 -3.241

Formula: C5H15NO2
Source: OMol25
Level of theory: ωB97M-V with the def2-TZVPD basis set

The structure (SMILES) is CCCCNCO.O. The energy relative to the best compared isomer or geometry (same formula, charge and spin) comes out at 3.280 eV. The calculation puts the HOMO energy at -8.2982 eV. The total charge is 0. The calculation puts the LUMO energy at 0.89 eV. The gap between HOMO and LUMO is 9.19 eV.

CARTESIAN COORDINATES (ANGSTROEM)
C: 0.365 0.295 3.280
C: -0.090 0.749 1.772
C: 1.042 1.259 0.767
C: 1.531 0.008 -0.080
N: 0.704 -0.191 -1.344
C: 0.109 -1.510 -1.479
O: -1.286 -1.410 -1.735
H: 0.060 1.123 3.908
H: 1.436 0.134 3.322
H: -0.186 -0.752 3.572
H: -0.585 -0.147 1.364
H: -0.849 1.617 1.752
H: 1.810 1.593 1.430
H: 0.802 2.248 0.249
H: 2.696 0.205 -0.417
H: 1.580 -0.808 0.560
H: 0.481 0.572 -1.880
H: 0.417 -2.062 -2.337
H: 0.252 -2.050 -0.470
H: -1.407 -1.756 -2.595
O: -1.879 0.866 -1.170
H: -1.642 0.958 -0.213
H: -2.222 0.018 -1.154

Which of these has the highest total charge? C28H34AsN2O3PPdS